No. 1
The following is a quantum chemistry calculation of a molecular structure, C42H66F5FeO42, from the Open Molecules 2025 dataset.

Its total energy is -6563.1667 hartree. Its spin multiplicity is 6.

```
156
C42H66F5FeO42 (wB97M-V/def2-TZVPD)
O 2.90 -1.76 2.66
F -4.21 3.86 3.64
O -4.66 -0.41 0.56
H -4.84 -5.48 3.13
H -0.54 -1.95 -3.36
O 4.71 -4.64 -0.17
H 4.49 3.69 7.16
H 2.63 2.02 -3.07
C -1.79 1.19 -5.13
C 3.41 -4.65 1.70
O -1.65 0.04 -5.56
O -2.48 -2.36 -2.83
H 1.20 -3.59 4.03
O 2.60 0.00 3.99
O -3.04 4.04 1.78
H 3.54 1.40 2.89
O -4.15 -0.56 3.18
H 3.44 2.75 -1.60
H -2.56 3.47 -5.83
C 2.84 -3.12 -4.79
H -1.54 -0.56 -2.70
C -0.95 -0.38 0.76
O 4.97 -6.83 -0.43
O -0.81 1.96 -4.57
C -0.62 -4.65 -0.67
C 1.62 -7.39 -3.79
H -1.57 -4.78 -0.15
H 0.45 -0.07 -0.83
O -2.27 -1.32 3.55
H 0.00 7.32 -2.09
H -0.56 -3.69 -1.18
O -4.55 4.15 0.22
C 0.52 -2.86 3.58
O 1.76 -5.50 -1.70
C 2.24 -1.13 3.46
O 4.88 3.60 5.15
O -0.52 -5.77 -1.50
Fe -3.20 -1.54 1.55
F 5.24 -0.64 0.40
C 5.35 0.65 -2.66
H 3.70 -3.01 -4.14
H -3.76 2.21 -2.14
C 4.78 4.58 4.20
C -1.28 -1.61 -2.63
H 5.25 -2.33 -2.16
C -5.46 -3.58 -1.62
O -0.71 4.28 4.02
C 4.53 -5.85 0.14
C 1.66 0.37 -6.38
O 5.94 -0.47 -2.85
H 6.62 -1.76 -1.26
H 2.07 -3.77 -4.35
H -6.07 -2.69 -1.80
O 1.67 3.49 -2.36
H -0.50 -3.08 3.89
C 0.38 6.55 -1.41
H 3.77 -4.24 2.65
O -3.20 -2.17 -0.70
C -7.13 -0.19 1.51
C 5.74 -1.43 -1.80
H -2.99 1.25 -1.02
O 0.55 -6.85 -3.11
C 0.28 0.25 0.20
H -0.39 6.30 -0.67
H 2.94 5.02 2.32
H 1.45 -8.46 -3.90
H 5.42 5.04 6.65
H -8.20 -0.06 1.66
C -3.88 1.24 -1.65
H 4.74 -3.07 1.16
H -1.31 2.69 2.84
O -0.99 6.56 3.70
C -3.97 -3.98 1.97
H -3.82 0.40 -2.35
O 4.84 0.63 -1.44
H -6.62 0.00 2.46
O 1.01 -1.56 3.94
C -4.49 -5.42 2.10
O 4.81 5.78 4.40
H -4.24 5.49 2.61
O 0.02 5.17 2.16
C -3.37 -2.53 -1.89
O -4.77 -2.96 1.76
O -2.38 3.58 -0.29
H 4.29 1.02 4.45
H 6.20 3.51 6.66
H 1.33 1.33 -6.76
H 3.16 -3.65 -5.69
F 0.30 2.20 3.86
H -3.81 -6.25 1.94
O -5.12 1.24 -0.93
C -3.13 0.20 5.17
O 2.12 0.37 -4.99
C -0.62 5.44 3.32
H 2.55 -7.20 -3.24
H 0.06 -4.82 0.16
O -4.25 -3.38 -2.33
C 4.04 -3.73 0.65
H -3.51 -0.33 6.04
H 2.49 0.11 -7.05
H 1.19 -0.02 0.74
O -6.60 0.72 0.52
C 2.29 -0.83 -4.35
H -2.11 0.45 5.48
O 4.52 4.01 3.01
H -5.73 3.11 1.50
C -5.27 4.09 1.38
H 3.89 4.26 1.04
H -5.98 -4.46 -1.99
H 4.56 0.00 3.12
C 5.25 3.99 6.43
C 0.38 3.82 2.02
C 0.68 -5.96 -2.09
C 1.42 4.45 -1.45
C -5.33 0.46 0.09
H -5.19 -3.89 -0.61
C 3.78 0.59 3.58
H -3.46 3.54 -4.20
C -4.17 4.42 2.44
C -3.23 3.95 0.48
O 0.71 5.42 -2.10
C 2.51 2.45 -2.07
O 1.98 4.54 -0.33
H 0.24 1.33 0.21
H 0.91 -0.39 -6.60
C 3.95 4.81 1.98
H 3.69 -0.83 -0.97
H 1.61 -7.04 -4.82
O -2.79 -3.63 1.86
O -2.00 0.20 0.95
H 1.22 6.94 -0.85
H -0.75 4.08 -4.26
H -5.31 -5.63 1.41
H 2.06 1.67 -1.46
C -1.33 3.19 -4.01
C -0.38 3.16 3.18
H -7.10 -1.28 1.45
F -1.57 3.01 -2.72
O 2.31 -1.93 -5.18
O 5.42 1.66 -3.32
H -0.85 -1.79 -1.65
F 2.08 -4.86 1.72
O 3.91 -5.92 1.29
O -2.93 1.77 -5.00
H -6.12 4.76 1.24
C 4.77 -0.69 -0.87
H 3.39 -3.13 0.01
C -3.19 -0.63 3.93
H -3.66 1.13 4.94
H 1.45 3.83 2.25
O 2.62 -0.84 -3.18
H 0.58 -3.10 2.52
H 0.00 3.32 1.13
H 4.35 5.77 1.67
O -1.04 -1.62 0.83
C -2.63 3.14 -4.79
```

---

No. 2
The following is a quantum chemistry calculation of a molecular structure, C42H66FILaN2OP3SSi, from the Open Molecules 2025 dataset.

Its total charge is -2. The value obtained for the energy above the lowest of the compared OMol25 structures with the same formula, charge and spin is 0.000 eV. Its spin multiplicity is 1.

```
119
C42H66FILaN2OP3SSi (wB97M-V/def2-TZVPD)
O 14.45 12.87 13.78
H 10.92 18.41 9.69
H 17.60 12.12 16.67
C 7.13 15.67 12.36
H 13.02 11.72 7.84
C 12.21 7.92 10.62
S 14.40 13.41 10.09
La 13.14 11.89 11.83
H 6.14 15.99 12.06
C 17.87 13.79 14.43
C 9.91 13.92 16.34
H 7.38 14.72 10.51
C 7.78 9.17 11.54
C 14.88 11.09 15.65
H 8.48 18.86 10.47
H 9.43 8.25 10.48
C 7.27 10.38 11.94
H 9.49 11.35 15.64
H 15.64 14.36 12.05
H 6.36 10.35 12.55
H 9.58 16.28 6.54
H 7.41 12.49 12.02
P 11.20 13.98 13.64
H 11.25 7.52 7.54
P 11.26 10.39 9.71
H 8.88 10.36 7.76
H 13.84 16.27 9.46
H 6.86 13.01 6.62
C 16.17 14.84 12.91
H 18.04 11.83 13.66
H 13.05 17.06 15.16
C 13.39 17.00 8.81
H 13.33 14.95 13.90
H 9.43 17.76 11.52
C 12.71 15.02 7.49
C 8.17 14.73 6.44
Si 10.09 13.26 10.52
H 15.15 10.54 16.54
H 11.84 14.48 7.07
H 13.20 17.96 9.28
H 14.70 10.38 14.81
C 10.07 17.80 9.38
C 9.46 18.36 8.11
C 7.85 14.90 11.46
H 9.87 8.32 8.28
H 10.54 6.86 8.94
C 12.24 16.32 8.10
C 9.02 17.89 10.50
C 10.90 11.13 8.01
C 12.34 15.44 13.91
H 10.04 9.65 6.62
C 18.20 12.32 14.64
H 12.56 10.41 6.77
C 9.76 10.59 7.14
H 13.03 8.45 11.07
H 9.05 12.25 14.17
C 12.27 16.27 15.17
C 17.27 11.76 15.67
H 12.69 8.84 8.74
N 15.91 12.05 15.31
H 9.88 13.40 17.29
H 14.17 17.20 8.05
P 10.84 16.11 9.33
H 19.23 12.17 14.96
C 15.57 12.90 14.29
C 10.81 7.82 8.49
H 17.38 10.67 15.71
H 10.52 12.11 8.34
H 9.52 11.38 6.41
H 8.86 14.11 16.05
H 7.81 15.03 5.47
C 7.68 16.07 13.57
H 9.34 15.86 14.90
C 9.08 11.63 10.90
C 9.65 15.09 8.31
H 8.56 17.77 7.91
H 18.51 14.24 13.70
H 12.11 15.73 11.77
C 11.77 8.65 9.35
C 12.19 11.36 7.23
H 13.05 17.00 12.52
C 9.62 14.75 13.06
C 9.13 14.41 11.78
H 15.57 15.68 13.31
H 12.44 6.88 10.34
C 8.97 9.16 10.83
H 13.95 11.62 15.83
C 7.63 13.63 7.07
H 13.20 14.37 8.22
C 9.60 10.37 10.53
H 12.08 12.05 6.37
H 12.46 15.67 16.04
H 11.41 7.91 11.39
C 9.89 11.94 14.78
C 10.71 13.15 15.28
H 11.32 16.95 12.72
C 9.20 13.91 8.93
H 18.00 14.33 15.37
N 16.48 13.88 13.96
H 7.10 16.70 14.27
H 11.91 16.97 7.30
H 8.29 17.10 10.35
H 11.70 12.86 15.65
H 17.11 15.26 12.52
H 9.16 19.39 8.23
C 8.16 13.22 8.29
H 11.29 16.76 15.21
H 10.13 18.31 7.26
C 12.20 16.32 12.66
F 12.48 10.30 13.30
H 10.31 14.92 16.59
H 7.80 12.31 8.71
C 8.92 15.57 13.93
H 7.29 8.24 11.80
I 16.62 10.00 12.00
H 10.54 11.26 14.18
H 13.39 15.17 6.65
C 9.20 15.43 7.06
C 7.87 11.59 11.63
```

---

No. 3
The following is a quantum chemistry calculation of 13 unconnected molecules or ions with the total composition C42H68B4F4N4O22S2, from the Open Molecules 2025 dataset.

Its total charge is -3. Its total energy is -4809.8339 hartree. Its spin multiplicity is 2.

```
146
C42H68B4F4N4O22S2 (wB97M-V/def2-TZVPD)
C -11.85 -13.08 0.46
H -4.62 -16.71 -1.80
C -3.92 -16.80 -0.97
C -12.06 -19.68 -3.94
O -11.31 -26.32 3.93
O -14.23 -20.16 -1.33
C -21.48 -25.60 2.35
B -7.17 -23.57 1.20
H -17.57 -27.87 3.68
C -9.64 -25.86 2.40
H -3.44 -22.39 1.83
C -11.38 -23.11 0.31
O -19.94 -22.79 -0.61
H -23.76 -23.84 -1.15
C -11.62 -13.96 1.61
O -20.28 -24.91 2.67
H -25.16 -20.94 1.68
H -7.61 -25.22 -3.14
C -11.73 -26.70 2.70
H -20.19 -25.15 5.28
H -7.25 -24.56 0.79
B -16.71 -28.64 1.11
C -21.24 -26.66 1.28
O -18.97 -30.12 7.07
H -7.94 -20.81 0.51
H -21.82 -26.10 3.26
O -18.09 -28.72 5.56
H -13.28 -20.61 1.47
H -10.35 -19.12 -2.99
C -11.03 -15.19 1.51
H -2.48 -17.93 -1.94
H -3.45 -18.85 -0.72
C -11.18 -20.34 0.76
C -15.06 -25.24 1.27
H -20.99 -21.51 1.34
C -21.98 -21.82 1.06
H -22.20 -27.09 0.96
C -10.19 -22.42 0.14
H -18.62 -24.21 4.86
H -4.85 -22.38 2.84
H -6.36 -23.64 1.91
H -7.02 -25.57 -1.51
S -6.20 -16.79 0.38
O -4.59 -16.76 0.28
C -24.54 -22.51 0.24
H -7.43 -16.47 2.42
C -13.36 -19.73 -2.09
H -20.78 -26.43 0.32
C -11.38 -13.56 -0.76
H -11.94 -13.52 2.54
H -6.89 -23.98 -2.18
H -11.45 -24.17 0.13
H -17.75 -28.44 1.31
C -3.33 -19.86 3.51
H -11.48 -12.90 -1.61
F -19.30 -27.28 4.45
H -9.97 -25.99 -1.19
C -6.41 -16.78 2.20
H -15.14 -21.38 0.73
F -8.56 -26.70 2.39
H -8.60 -20.44 -0.99
F -5.96 -20.33 2.24
H -25.58 -22.62 -0.03
N -21.02 -23.33 -0.75
H -2.27 -17.69 -0.20
H -10.50 -24.40 3.76
H -17.60 -25.86 1.76
H -11.10 -19.31 1.06
O -2.85 -19.16 4.47
O -12.14 -19.29 -1.79
C -13.82 -23.10 0.95
C -17.44 -25.23 0.88
C -23.13 -21.21 1.64
H -11.07 -26.75 -2.26
H -3.40 -15.88 -1.22
H -12.01 -19.20 -4.92
N -16.19 -24.53 1.18
O -10.75 -26.36 1.71
H -22.93 -20.58 2.50
O -3.34 -21.22 3.47
O -3.86 -19.50 2.38
C -19.08 -29.44 3.79
H -8.97 -19.38 0.43
H -18.28 -30.09 3.42
C -4.66 -20.50 1.85
C -13.89 -24.48 1.19
H -22.25 -24.91 1.99
C -24.41 -21.53 1.18
C -12.41 -21.05 1.02
H -9.33 -22.82 -0.37
H -10.37 -16.68 0.11
H -10.79 -15.32 -1.85
O -6.71 -17.99 -0.23
C -22.16 -22.81 0.03
H -16.26 -27.81 0.58
H -9.28 -25.58 4.30
O -19.73 -29.91 4.92
H -9.41 -24.97 1.82
O -21.67 -23.11 3.90
H -15.14 -26.31 1.13
F -11.63 -17.61 -3.02
O -13.37 -19.70 -3.46
C -18.94 -29.67 5.94
C -15.05 -22.40 1.05
B -11.02 -26.05 -1.44
B -7.53 -24.85 -2.13
H -6.25 -17.78 2.60
C -18.40 -28.17 4.31
C -11.40 -18.88 -2.86
H -19.93 -29.34 3.11
H -20.46 -27.38 1.51
O -10.34 -17.10 2.76
C -10.79 -15.70 0.23
C -10.88 -14.82 -0.89
C -8.85 -20.40 0.07
C -23.49 -23.14 -0.37
H -11.76 -20.73 -4.01
O -19.31 -22.48 3.12
H -8.03 -23.17 1.71
C -12.50 -22.41 0.75
H -12.14 -12.06 0.67
H -11.57 -26.52 -0.64
H -11.56 -25.16 -1.72
H -8.45 -24.54 -1.68
C -19.68 -24.20 5.13
N -10.60 -15.89 2.82
H -17.18 -25.80 -0.01
H -16.20 -28.85 2.04
O -10.51 -15.27 3.91
O -21.25 -24.24 -1.50
H -6.95 -22.81 0.46
H -16.57 -29.52 0.51
H -4.52 -20.34 0.78
S -20.32 -23.48 3.60
H -5.70 -16.14 2.72
H -19.88 -23.63 6.04
O -6.82 -15.56 -0.16
H -12.99 -25.07 1.11
H -17.24 -22.67 1.18
H -18.22 -24.50 0.68
N -10.13 -21.09 0.32
C -16.26 -23.11 1.14
C -3.00 -17.90 -0.98
O -12.78 -27.23 2.32
C -10.20 -25.45 3.72
C -4.05 -21.75 2.46
```